Density functional theory data (ωB97M-V with the def2-TZVPD basis set) for a structure of composition C15H24LiO11S in a non-equilibrium geometry.

Output
ΔE to the lowest compared entry with this formula, charge and spin   173.02 kJ/mol
Charge   -1
LUMO   1.77 eV
DFT total energy   -49503.3848 eV
HOMO level   -4.3384 eV

Positions of all 52 atoms, in Å:
1 Li -34.18 9.50 16.99
2 S -37.23 9.66 15.87
3 O -35.86 9.31 16.31
4 O -37.47 8.80 14.79
5 O -38.30 9.64 16.90
6 O -37.09 11.02 15.46
7 C -31.01 10.18 16.77
8 O -32.00 9.22 16.63
9 H -30.71 9.78 17.79
10 H -31.40 11.19 16.73
11 H -30.16 9.72 16.24
12 H -31.67 8.20 16.72
13 C -35.19 11.73 18.77
14 O -33.86 11.30 18.33
15 H -35.71 10.71 19.17
16 H -35.69 12.01 18.08
17 H -35.12 12.39 19.56
18 H -33.21 11.43 19.06
19 C -33.06 7.06 18.76
20 O -33.98 8.16 18.66
21 H -32.02 7.38 19.21
22 H -32.99 6.52 17.88
23 H -33.44 6.31 19.44
24 H -34.75 8.20 19.44
25 C -34.37 6.90 13.55
26 C -33.71 6.28 12.45
27 C -32.95 5.09 12.56
28 C -32.96 4.46 13.86
29 C -33.50 5.09 15.07
30 C -34.26 6.28 14.83
31 O -34.73 6.96 15.87
32 O -32.28 4.31 11.62
33 H -34.91 7.83 13.52
34 H -33.77 6.86 11.36
35 H -32.62 3.50 14.10
36 H -33.36 4.73 16.08
37 H -35.12 7.88 15.88
38 H -32.60 4.31 10.61
39 C -32.41 13.69 12.93
40 C -32.82 13.06 14.06
41 C -34.03 12.40 14.00
42 C -34.76 12.33 12.88
43 C -34.35 13.05 11.72
44 C -33.14 13.78 11.79
45 O -32.57 14.39 10.63
46 O -34.52 11.68 15.09
47 H -31.28 14.03 13.09
48 H -32.11 13.07 14.95
49 H -35.70 11.74 13.02
50 H -34.95 13.15 11.03
51 H -33.12 14.43 9.93
52 H -35.60 11.53 15.10

Density functional theory data (ωB97M-V with the def2-TZVPD basis set) for a cluster of 2 separate species, C7H8BrF3 in total in a non-equilibrium geometry.

Output
Charge   0
LUMO (spin up / spin down)   0.64 / -2.70 eV
DFT total energy   -85577.0779 eV
HOMO level (spin up / spin down)   -5.7134 / -9.4779 eV
Multiplicity   3
<S²>   2.009

Positions of all 19 atoms, in Å:
1 C -0.08 -0.27 2.32
2 C 1.36 0.10 2.21
3 C -0.51 -1.49 1.95
4 C 2.26 -0.46 1.39
5 C 0.17 0.99 -0.85
6 C 1.46 0.71 -1.00
7 C -1.12 0.24 -1.10
8 F 1.65 1.17 2.96
9 F -1.79 -1.74 2.00
10 F 1.96 -0.42 -1.56
11 Br 4.06 0.21 1.33
12 H -0.54 0.64 2.61
13 H 0.07 -2.28 1.59
14 H 2.24 -1.32 0.70
15 H -0.08 2.00 -0.39
16 H 2.34 1.26 -0.71
17 H -0.76 -0.59 -1.63
18 H -1.66 0.81 -1.81
19 H -1.71 -0.04 -0.27

Density functional theory data (ωB97M-V with the def2-TZVPD basis set) for a structure of composition C55H69ClKO2P3Si2.

Output
ΔE to the lowest compared entry with this formula, charge and spin   42.94 kJ/mol
Charge   -2
LUMO   3.77 eV
DFT total energy   -134721.6519 eV
HOMO level   -1.0233 eV

Positions of all 133 atoms, in Å:
1 K 1.17 0.77 0.38
2 C 2.14 1.91 -3.19
3 C 1.46 0.67 -3.79
4 C 1.58 0.75 -5.31
5 P -0.22 0.54 -2.95
6 C -1.34 1.52 -4.08
7 C -1.83 0.85 -5.37
8 C -2.54 1.97 -3.25
9 C -0.78 -1.20 -3.17
10 C -0.52 -1.91 -4.34
11 C -0.87 -3.24 -4.48
12 C -1.52 -3.88 -3.43
13 C -1.78 -3.18 -2.27
14 C -1.42 -1.84 -2.08
15 Si -1.63 -0.96 -0.33
16 C -1.79 -2.58 0.74
17 C -3.05 -3.15 1.02
18 C -3.21 -4.33 1.71
19 C -2.09 -5.02 2.17
20 C -0.84 -4.47 1.94
21 C -0.66 -3.26 1.26
22 P 1.03 -2.52 1.15
23 C 1.90 -3.49 -0.19
24 C 1.77 -2.82 -1.56
25 C 1.55 -4.97 -0.29
26 C 1.92 -3.24 2.63
27 C 1.23 -2.88 3.94
28 C 3.35 -2.66 2.66
29 C -3.52 -0.47 -0.52
30 C -4.36 -0.99 -1.52
31 C -5.69 -0.61 -1.65
32 C -6.23 0.31 -0.76
33 C -5.43 0.85 0.23
34 C -4.08 0.48 0.36
35 P -2.94 1.20 1.62
36 C -4.02 1.78 3.04
37 C -4.83 0.59 3.55
38 C -4.88 3.04 2.97
39 C -2.40 2.75 0.72
40 C -3.46 3.58 0.01
41 C -1.53 3.61 1.63
42 H 3.15 2.02 -3.60
43 H 2.24 1.85 -2.11
44 H 1.59 2.82 -3.44
45 H 2.00 -0.21 -3.43
46 H 1.05 1.62 -5.70
47 H 1.21 -0.13 -5.83
48 H 2.64 0.86 -5.58
49 H -0.75 2.40 -4.34
50 H -2.44 -0.02 -5.14
51 H -1.01 0.53 -6.01
52 H -2.45 1.56 -5.93
53 H -3.11 1.11 -2.88
54 H -3.22 2.59 -3.85
55 H -2.23 2.55 -2.38
56 H -0.03 -1.43 -5.17
57 H -0.65 -3.77 -5.40
58 H -1.81 -4.92 -3.52
59 H -2.28 -3.71 -1.46
60 H -3.94 -2.64 0.66
61 H -4.20 -4.73 1.90
62 H -2.19 -5.95 2.71
63 H 0.03 -5.00 2.33
64 H 2.95 -3.39 0.10
65 H 0.77 -2.97 -1.98
66 H 2.49 -3.25 -2.26
67 H 1.95 -1.75 -1.50
68 H 0.49 -5.10 -0.54
69 H 1.75 -5.51 0.64
70 H 2.14 -5.45 -1.08
71 H 2.00 -4.33 2.54
72 H 0.21 -3.26 4.00
73 H 1.19 -1.80 4.07
74 H 1.80 -3.29 4.78
75 H 3.31 -1.57 2.69
76 H 3.96 -2.96 1.81
77 H 3.86 -3.00 3.57
78 H -3.96 -1.71 -2.22
79 H -6.30 -1.04 -2.43
80 H -7.27 0.61 -0.84
81 H -5.85 1.58 0.91
82 H -3.24 1.97 3.78
83 H -5.69 0.38 2.90
84 H -5.20 0.79 4.56
85 H -4.23 -0.32 3.60
86 H -5.70 2.95 2.25
87 H -4.30 3.92 2.70
88 H -5.33 3.22 3.95
89 H -1.75 2.30 -0.05
90 H -4.15 4.04 0.71
91 H -4.04 2.98 -0.70
92 H -2.98 4.38 -0.56
93 H -2.12 4.05 2.45
94 H -1.09 4.44 1.06
95 H -0.72 3.05 2.10
96 Cl 8.04 4.51 1.21
97 C 6.68 3.47 0.80
98 C 6.92 2.26 0.14
99 C 5.87 1.44 -0.19
100 C 4.50 1.75 0.13
101 O 3.57 0.95 -0.15
102 C 4.31 3.03 0.79
103 C 3.00 3.56 1.12
104 O 1.91 3.10 0.86
105 C 5.40 3.84 1.12
106 H 7.93 1.98 -0.11
107 H 6.05 0.50 -0.69
108 H 3.06 4.53 1.67
109 H 5.22 4.78 1.63
110 C -2.22 -2.54 6.14
111 C -2.31 -2.21 4.80
112 C -1.60 -1.13 4.30
113 C -0.77 -0.33 5.10
114 C -0.71 -0.69 6.45
115 C -1.41 -1.77 6.97
116 Si 0.12 1.17 4.27
117 C 1.73 1.29 5.33
118 C 2.99 1.01 4.79
119 C 4.17 1.20 5.50
120 C 4.12 1.66 6.81
121 C 2.89 1.95 7.38
122 C 1.72 1.78 6.64
123 H -2.77 -3.39 6.54
124 H -2.92 -2.81 4.12
125 H -1.67 -0.91 3.23
126 H -0.06 -0.13 7.12
127 H -1.32 -2.02 8.02
128 H 0.74 0.32 3.16
129 H 3.05 0.63 3.77
130 H 5.12 0.98 5.04
131 H 5.04 1.81 7.38
132 H 2.83 2.33 8.39
133 H 0.78 2.06 7.10

Density functional theory data (ωB97M-V with the def2-TZVPD basis set) for a structure of composition C2HCsLiO2.

Output
ΔE to the lowest compared entry with this formula, charge and spin   0.00 kJ/mol
Charge   0
LUMO (spin up / spin down)   -0.45 / -0.47 eV
DFT total energy   -6935.6105 eV
HOMO level (spin up / spin down)   -7.3932 / -7.3835 eV
Multiplicity   2
<S²>   0.754

Positions of all 7 atoms, in Å:
1 O -3.45 -0.64 0.31
2 C -2.49 -0.73 -0.41
3 C -1.40 -0.84 -1.07
4 H -1.32 -0.71 -2.15
5 Li 0.03 -2.22 -0.26
6 Cs 1.18 1.13 0.10
7 O 1.70 -1.43 -0.01

Density functional theory data (ωB97M-V with the def2-TZVPD basis set) for a cluster of 2 separate species, C2H2ClN2O2 in total in a non-equilibrium geometry.

Output
ΔE to the lowest compared entry with this formula, charge and spin   162.88 kJ/mol
Charge   +1
LUMO   -6.51 eV
DFT total energy   -21691.2272 eV
HOMO level   -15.2819 eV

Positions of all 9 atoms, in Å:
1 C 0.28 -0.86 0.41
2 C 2.19 0.68 0.14
3 N -1.80 0.12 -0.37
4 N -0.66 -0.37 -0.12
5 O 1.62 0.90 -0.77
6 O 2.67 0.55 1.19
7 Cl -3.36 0.29 0.05
8 H 0.77 -1.76 0.83
9 H -1.71 0.45 -1.36

Density functional theory data (ωB97M-V with the def2-TZVPD basis set) for a structure of composition C3H8N4S in a non-equilibrium geometry.

Output
ΔE to the lowest compared entry with this formula, charge and spin   405.67 kJ/mol
Charge   0
LUMO   0.51 eV
DFT total energy   -20032.0324 eV
HOMO level   -9.1116 eV

Positions of all 16 atoms, in Å:
1 C 0.67 -2.79 -1.07
2 C -0.26 -0.31 0.04
3 C 0.97 1.87 0.04
4 H 1.44 -3.64 -1.03
5 H 0.19 -2.74 -2.17
6 H -0.30 -3.28 -0.71
7 H -2.14 0.09 -0.35
8 H -0.38 1.62 2.49
9 H -1.83 0.83 1.37
10 H 1.82 1.28 -0.45
11 H 0.09 3.45 0.37
12 N -1.45 -0.72 -0.34
13 N 0.06 0.92 0.68
14 N -0.93 1.69 1.34
15 N 0.95 3.11 0.00
16 S 1.11 -1.38 -0.22

Density functional theory data (ωB97M-V with the def2-TZVPD basis set) for a structure of composition C4H6O2Tl in a non-equilibrium geometry.

Output
ΔE to the lowest compared entry with this formula, charge and spin   787.88 kJ/mol
Charge   +1
LUMO (spin up / spin down)   -6.85 / -7.39 eV
DFT total energy   -13017.6228 eV
HOMO level (spin up / spin down)   -13.3870 / -14.1509 eV

Positions of all 13 atoms, in Å:
1 O 2.37 0.34 0.48
2 C 1.74 -0.60 -0.35
3 C 0.26 -0.32 -0.60
4 O -0.61 -0.93 0.38
5 C -1.58 -0.10 0.87
6 C -1.55 1.18 0.41
7 Tl 1.06 1.62 0.87
8 H 1.83 -1.62 0.08
9 H 2.23 -0.62 -1.35
10 H -0.01 -0.74 -1.58
11 H -2.52 -0.66 0.95
12 H -2.35 1.80 0.81
13 H -0.85 0.64 -0.95

Density functional theory data (ωB97M-V with the def2-TZVPD basis set) for a structure of composition C5H10I2N2O in a non-equilibrium geometry.

Output
ΔE to the lowest compared entry with this formula, charge and spin   0.00 kJ/mol
Charge   0
LUMO   -0.01 eV
DFT total energy   -26571.9996 eV
HOMO level   -8.6965 eV

Positions of all 20 atoms, in Å:
1 C -1.55 0.36 -0.21
2 C -0.88 0.73 1.01
3 C 0.57 1.11 0.60
4 C 1.45 -0.20 0.75
5 C 2.65 -0.13 -0.22
6 N -1.22 -0.59 -0.98
7 N 1.41 -1.10 -2.14
8 O 2.22 -0.10 -1.70
9 I 3.79 1.72 0.01
10 I 3.97 -1.80 0.09
11 H -2.37 0.93 -0.45
12 H -1.36 1.57 1.50
13 H -0.73 -0.22 1.73
14 H 0.74 1.33 -0.48
15 H 0.96 1.72 1.45
16 H 1.92 -0.12 1.82
17 H 0.76 -1.07 0.46
18 H -1.78 -0.70 -1.77
19 H 0.33 -1.01 -2.01
20 H 1.86 -2.00 -1.90

Density functional theory data (ωB97M-V with the def2-TZVPD basis set) for a structure of composition C17H26MnNS4.

Output
ΔE to the lowest compared entry with this formula, charge and spin   0.00 kJ/mol
Charge   +2
LUMO (spin up / spin down)   -10.55 / -7.95 eV
DFT total energy   -94186.7592 eV
HOMO level (spin up / spin down)   -15.0782 / -15.0842 eV
Multiplicity   5
<S²>   6.485

Positions of all 49 atoms, in Å:
1 Mn -0.04 -0.26 -0.08
2 C -1.18 -2.95 -2.48
3 C 0.22 -2.50 -2.90
4 C 0.19 -1.66 -4.17
5 C 0.96 -1.83 -1.75
6 C 1.05 -2.47 -0.50
7 C 1.78 -1.93 0.57
8 C 2.46 -0.70 0.45
9 C 3.28 -0.15 1.58
10 C 2.34 -0.05 -0.77
11 C 1.60 -0.59 -1.85
12 H -1.72 -3.31 -3.35
13 H -1.77 -2.13 -2.06
14 H -1.17 -3.76 -1.75
15 H 0.81 -3.41 -3.10
16 H -0.42 -0.76 -4.03
17 H -0.27 -2.23 -4.97
18 H 1.18 -1.36 -4.51
19 H 0.57 -3.44 -0.37
20 H 1.83 -2.48 1.50
21 H 4.24 -0.68 1.60
22 H 2.80 -0.30 2.54
23 H 3.49 0.91 1.44
24 H 2.85 0.89 -0.92
25 H 1.57 -0.05 -2.79
26 C -0.92 2.32 -3.33
27 C -2.18 1.62 -2.84
28 S -2.15 0.59 -1.33
29 C -2.76 1.64 -0.01
30 C -1.77 2.63 0.57
31 S -0.13 1.93 0.98
32 C 0.98 3.05 0.06
33 C 1.05 2.98 -1.46
34 S -0.33 3.73 -2.36
35 H -1.15 2.71 -4.33
36 H -0.09 1.63 -3.49
37 H -2.55 0.94 -3.61
38 H -2.97 2.34 -2.66
39 H -3.13 0.95 0.74
40 H -3.64 2.18 -0.37
41 H -2.15 3.05 1.50
42 H -1.56 3.43 -0.14
43 H 1.97 2.88 0.50
44 H 0.66 4.04 0.40
45 H 1.10 1.96 -1.80
46 H 1.98 3.46 -1.76
47 S -1.11 -1.28 1.72
48 C -1.94 -0.09 2.55
49 N -2.49 0.73 3.15

Density functional theory data (ωB97M-V with the def2-TZVPD basis set) for a cluster of 2 separate species, C3H3N3O2 in total in a non-equilibrium geometry.

Output
ΔE to the lowest compared entry with this formula, charge and spin   310.83 kJ/mol
Charge   0
LUMO (spin up / spin down)   -0.79 / -0.79 eV
DFT total energy   -11722.7356 eV
HOMO level (spin up / spin down)   -9.1535 / -9.1529 eV
SMILES string   [H]/N=C(/N)C#N.O=C=O

Positions of all 11 atoms, in Å:
1 H 0.26 -0.66 -1.96
2 N 0.12 0.21 -1.45
3 C -0.77 -0.23 -0.12
4 N -1.08 0.72 0.73
5 C -1.12 -1.58 -0.09
6 N -1.36 -2.70 -0.15
7 H -1.71 0.57 1.50
8 H -0.75 1.65 0.52
9 O 2.52 -0.39 0.21
10 C 2.11 0.67 0.32
11 O 1.77 1.75 0.48

Density functional theory data (ωB97M-V with the def2-TZVPD basis set) for a cluster of 13 separate species, C4H34N2O14 in total in a non-equilibrium geometry.

Output
ΔE to the lowest compared entry with this formula, charge and spin   0.00 kJ/mol
Charge   0
LUMO   0.03 eV
DFT total energy   -36348.4718 eV
HOMO level   -9.5889 eV

Positions of all 54 atoms, in Å:
1 C 0.83 0.61 -2.22
2 C -0.45 0.71 -1.34
3 C -1.71 0.37 -2.09
4 N -1.94 -1.12 -2.02
5 N 2.03 0.84 -1.39
6 C 2.51 -0.14 -0.57
7 O 2.16 -1.40 -0.95
8 O 3.27 0.04 0.36
9 H 0.83 1.40 -2.91
10 H 0.92 -0.38 -2.77
11 H -0.55 1.73 -1.03
12 H -0.32 0.09 -0.43
13 H -2.59 0.90 -1.67
14 H -1.60 0.67 -3.13
15 H -2.80 -1.38 -2.53
16 H -2.02 -1.43 -1.04
17 H 2.15 1.81 -1.07
18 H 2.24 -2.03 -0.22
19 H -1.91 0.17 1.60
20 H -1.40 -1.18 1.33
21 O -1.28 -0.44 1.88
22 H -1.06 2.99 1.52
23 H -1.47 3.76 0.31
24 O -1.77 3.42 1.18
25 H 1.36 -1.91 2.34
26 H 0.17 -0.95 2.75
27 O 1.02 -1.29 3.00
28 H -2.67 2.08 0.88
29 H -3.89 1.32 1.39
30 O -3.13 1.19 0.88
31 H 1.04 1.58 2.26
32 H -0.20 0.93 1.70
33 O 0.26 1.77 1.72
34 H 2.53 -3.67 1.43
35 H 1.13 -3.58 0.71
36 O 1.87 -3.03 1.14
37 H -0.18 -5.17 -0.56
38 H 0.06 -3.69 -1.11
39 O -0.06 -4.22 -0.30
40 H 0.24 3.92 -0.75
41 H -0.49 5.19 -1.14
42 O -0.61 4.29 -1.10
43 H -1.31 -3.32 0.27
44 H -2.61 -3.16 1.12
45 O -2.05 -2.66 0.58
46 H 2.97 0.72 1.88
47 H 2.14 0.11 3.02
48 O 2.47 0.96 2.77
49 H 1.15 2.67 0.61
50 H 2.23 3.79 0.50
51 O 1.63 3.27 -0.01
52 H -0.45 -2.21 -2.39
53 H 1.01 -2.20 -2.03
54 O 0.33 -2.76 -2.34

Density functional theory data (ωB97M-V with the def2-TZVPD basis set) for a cluster of 2 separate species, C4H11NO2 in total in a non-equilibrium geometry.

Output
ΔE to the lowest compared entry with this formula, charge and spin   75.02 kJ/mol
Charge   0
LUMO   0.50 eV
DFT total energy   -9911.4643 eV
HOMO level   -9.6380 eV
SMILES string   CCC(=O)NC.O

Positions of all 18 atoms, in Å:
1 C -0.39 1.96 -0.44
2 C 0.53 1.17 -1.38
3 C 1.25 0.15 -0.57
4 O 2.17 0.48 0.22
5 N 0.77 -1.11 -0.49
6 C 1.02 -2.12 0.53
7 H -0.06 1.87 0.61
8 H -1.42 1.57 -0.51
9 H -0.39 3.02 -0.72
10 H -0.13 0.72 -2.15
11 H 1.22 1.87 -1.90
12 H 0.02 -1.32 -1.15
13 H 1.74 -2.82 0.08
14 H 0.14 -2.69 0.87
15 H 1.49 -1.64 1.40
16 O -2.93 -0.08 1.86
17 H -3.04 -1.01 2.18
18 H -1.99 -0.02 1.57

Copy entry 11 word for word.
Density functional theory data (ωB97M-V with the def2-TZVPD basis set) for a cluster of 13 separate species, C4H34N2O14 in total in a non-equilibrium geometry.

Output
ΔE to the lowest compared entry with this formula, charge and spin   0.00 kJ/mol
Charge   0
LUMO   0.03 eV
DFT total energy   -36348.4718 eV
HOMO level   -9.5889 eV

Positions of all 54 atoms, in Å:
1 C 0.83 0.61 -2.22
2 C -0.45 0.71 -1.34
3 C -1.71 0.37 -2.09
4 N -1.94 -1.12 -2.02
5 N 2.03 0.84 -1.39
6 C 2.51 -0.14 -0.57
7 O 2.16 -1.40 -0.95
8 O 3.27 0.04 0.36
9 H 0.83 1.40 -2.91
10 H 0.92 -0.38 -2.77
11 H -0.55 1.73 -1.03
12 H -0.32 0.09 -0.43
13 H -2.59 0.90 -1.67
14 H -1.60 0.67 -3.13
15 H -2.80 -1.38 -2.53
16 H -2.02 -1.43 -1.04
17 H 2.15 1.81 -1.07
18 H 2.24 -2.03 -0.22
19 H -1.91 0.17 1.60
20 H -1.40 -1.18 1.33
21 O -1.28 -0.44 1.88
22 H -1.06 2.99 1.52
23 H -1.47 3.76 0.31
24 O -1.77 3.42 1.18
25 H 1.36 -1.91 2.34
26 H 0.17 -0.95 2.75
27 O 1.02 -1.29 3.00
28 H -2.67 2.08 0.88
29 H -3.89 1.32 1.39
30 O -3.13 1.19 0.88
31 H 1.04 1.58 2.26
32 H -0.20 0.93 1.70
33 O 0.26 1.77 1.72
34 H 2.53 -3.67 1.43
35 H 1.13 -3.58 0.71
36 O 1.87 -3.03 1.14
37 H -0.18 -5.17 -0.56
38 H 0.06 -3.69 -1.11
39 O -0.06 -4.22 -0.30
40 H 0.24 3.92 -0.75
41 H -0.49 5.19 -1.14
42 O -0.61 4.29 -1.10
43 H -1.31 -3.32 0.27
44 H -2.61 -3.16 1.12
45 O -2.05 -2.66 0.58
46 H 2.97 0.72 1.88
47 H 2.14 0.11 3.02
48 O 2.47 0.96 2.77
49 H 1.15 2.67 0.61
50 H 2.23 3.79 0.50
51 O 1.63 3.27 -0.01
52 H -0.45 -2.21 -2.39
53 H 1.01 -2.20 -2.03
54 O 0.33 -2.76 -2.34